{"formula": "C23H29F2N3O4Yb", "method": "ωB97M-V with the def2-TZVPD basis set", "symbols": ["C", "C", "O", "O", "C", "C", "N", "C", "C", "C", "C", "O", "F", "C", "C", "F", "C", "N", "C", "C", "C", "C", "N", "C", "O", "C", "C", "C", "C", "C", "C", "C", "H", "H", "H", "H", "H", "H", "H", "H", "H", "H", "H", "H", "H", "H", "H", "H", "H", "H", "H", "H", "H", "H", "H", "H", "H", "H", "H", "H", "H", "Yb"], "positions_angstrom": [[2.740495, -4.247846, 0.483728], [1.264723, -4.641934, 0.814522], [0.982607, -5.776934, 1.063655], [0.201425, -3.701650, 0.896275], [-0.032737, -3.045217, -0.371632], [-1.015404, -1.866463, -0.007187], [-2.281827, -1.922494, -0.623140], [-3.049945, -0.756543, -0.150609], [-4.568991, -0.624264, -0.694781], [-5.142434, -1.774850, -1.702864], [-6.341974, -1.316180, -2.593129], [-7.401047, -1.817093, -2.418917], [-6.196859, -0.390928, -3.588662], [-5.450976, 0.473126, -0.335445], [-4.926552, 1.503615, 0.625926], [-5.759368, 2.517335, 0.974845], [-3.520773, 1.448194, 1.210659], [-3.186434, 2.461315, 2.131395], [-2.145547, 3.168887, 1.795351], [-1.289933, 3.748961, 2.978994], [-1.645588, 3.454980, 0.349696], [-2.594584, 0.312847, 0.815968], [-1.299981, 0.276021, 1.379432], [-0.507864, -0.790240, 0.962350], [0.763098, -0.838738, 1.455884], [1.736363, -0.430428, 0.436674], [2.842427, 0.532221, 0.996019], [2.404479, 2.055967, 1.081615], [4.226480, 0.439130, 0.238088], [4.118302, 0.458365, -1.340137], [4.030599, 1.957016, -1.899280], [5.416389, -0.164787, -2.028654], [3.254498, -3.803584, 1.384835], [2.835422, -3.549055, -0.390257], [3.266503, -5.197765, 0.194299], [-0.496026, -3.770741, -1.093253], [0.906616, -2.658272, -0.848297], [-4.344450, -2.165406, -2.404790], [-5.482366, -2.692087, -1.050226], [-6.500707, 0.576593, -0.714464], [-0.200483, 3.509925, 2.858787], [-1.407580, 4.857924, 3.091138], [-1.609833, 3.286968, 3.956623], [-2.390283, 3.209634, -0.450277], [-0.707487, 2.833415, 0.207839], [-1.329404, 4.521897, 0.230356], [1.276370, 0.054008, -0.466761], [2.262814, -1.371167, 0.092762], [3.039872, 0.201882, 2.062409], [3.230304, 2.711393, 0.680856], [2.207581, 2.410538, 2.131510], [1.491402, 2.238655, 0.451198], [4.863043, 1.319007, 0.542346], [4.781442, -0.506021, 0.518009], [3.245473, -0.123098, -1.747042], [4.812745, 2.570023, -1.379122], [2.995963, 2.384509, -1.847907], [4.312617, 1.923841, -2.992902], [6.233523, 0.607842, -2.154247], [5.198096, -0.537692, -3.068497], [5.828373, -1.024726, -1.437893], [-3.942605, -2.519829, 0.706328]], "atomic_forces_ev_per_a": [[-0.197, 0.202, -0.274], [0.772, -1.503, 0.315], [0.047, 0.962, -0.067], [0.744, 0.537, -1.342], [-0.594, 0.450, 0.519], [-0.443, -0.762, -1.369], [3.307, 4.023, 3.500], [-1.924, 4.161, -1.998], [0.949, 0.598, -0.315], [1.620, 0.709, 0.449], [-1.286, -0.567, 0.167], [0.436, 0.340, -0.064], [1.005, -1.041, 1.637], [2.815, 0.260, 1.904], [1.474, -1.829, -0.442], [1.587, -1.611, -0.485], [-3.298, 0.453, -1.406], [1.752, -1.847, -2.137], [1.006, 0.846, 1.188], [-0.725, -0.014, 0.169], [0.343, -0.571, 0.417], [-0.472, -0.772, -0.635], [0.080, -3.264, -2.244], [-1.632, 1.900, 0.384], [-2.046, 0.474, -1.357], [2.356, -0.080, -1.085], [0.279, 0.567, 1.327], [-0.033, 0.102, -0.192], [-0.170, -0.737, -0.809], [0.984, 0.868, -0.859], [0.030, -1.052, -0.537], [0.020, 0.050, 0.097], [-0.710, -0.396, -0.921], [-0.118, -0.487, 0.906], [-0.638, 0.936, 0.441], [0.125, 0.810, 0.592], [-0.852, -0.137, 0.533], [-0.623, 0.553, 0.876], [-0.212, 1.321, -1.602], [1.160, -0.167, 0.315], [-0.991, 0.260, -0.297], [0.180, -0.891, -0.329], [0.131, 0.422, -1.188], [0.590, 0.136, 0.824], [-0.996, 0.671, 0.050], [-0.345, -0.875, 0.330], [-0.073, -0.487, 0.928], [-0.605, 0.963, 0.388], [-0.229, 0.186, -1.157], [-0.989, -0.687, 0.385], [0.051, -0.542, -1.021], [0.764, -0.023, 0.573], [-0.628, -1.035, -0.128], [-0.688, 0.951, -0.082], [0.605, 0.436, 0.643], [-0.940, -0.324, -0.409], [1.010, -0.132, 0.242], [-0.353, 0.135, 1.119], [-0.888, -0.810, 0.376], [0.044, 0.394, 1.039], [-0.334, 0.725, -0.516], [-2.233, -3.758, 2.634]], "total_charge": 2, "orbital_gap_ev": 6.164, "lumo_energy_ev": -8.57}

=====

{"formula": "C23H29FeN2O2S2", "method": "ωB97M-V with the def2-TZVPD basis set", "symbols": ["Fe", "C", "N", "C", "C", "C", "C", "C", "C", "C", "C", "H", "H", "H", "H", "H", "H", "H", "H", "H", "H", "H", "H", "O", "N", "C", "C", "C", "C", "C", "S", "H", "H", "H", "H", "C", "C", "C", "C", "C", "C", "C", "S", "C", "O", "H", "H", "H", "H", "H", "H", "H", "H", "H", "H", "C", "H", "H", "H"], "positions_angstrom": [[0.682362, -1.185102, -0.273262], [1.791323, -0.653326, 2.447882], [0.481317, -0.357679, 1.843952], [-0.571343, -1.059506, 2.585899], [0.265031, 1.114187, 1.868179], [1.096066, 1.840924, 0.829597], [2.300933, 2.416262, 1.243482], [3.099966, 3.137790, 0.373916], [2.684192, 3.316707, -0.939691], [1.491282, 2.756723, -1.358957], [0.688487, 2.001449, -0.499862], [1.825247, -0.302084, 3.487798], [2.580229, -0.162051, 1.876958], [1.964811, -1.726749, 2.430785], [-0.557079, -0.779471, 3.645636], [-0.416213, -2.134956, 2.499275], [-1.544829, -0.816131, 2.164359], [0.535484, 1.499923, 2.856781], [-0.796406, 1.308252, 1.719808], [2.606765, 2.307391, 2.279532], [4.027413, 3.576487, 0.722573], [3.282361, 3.903977, -1.626482], [1.153924, 2.909037, -2.380179], [2.613256, -0.786341, -0.749413], [3.558997, -1.665574, -0.484221], [4.824042, -1.248914, -0.641084], [5.877359, -2.102205, -0.465577], [5.626889, -3.425870, -0.103253], [4.338379, -3.819583, 0.103225], [3.262237, -2.925424, -0.076755], [1.633124, -3.346268, 0.217203], [4.919539, -0.209369, -0.916885], [6.883595, -1.734107, -0.604439], [6.441097, -4.129443, 0.017168], [4.100056, -4.826629, 0.416705], [-5.299340, 3.188983, -1.482020], [-4.700680, 1.847159, -1.147343], [-4.053967, 1.074336, -2.117252], [-3.449676, -0.134293, -1.818550], [-3.490168, -0.627757, -0.469682], [-4.176873, 0.142428, 0.519328], [-4.755225, 1.334652, 0.182818], [-2.561535, -1.951947, 0.000394], [-3.160200, -3.304468, -1.053506], [-1.137827, -1.838522, -0.682151], [-5.460673, 3.288327, -2.557369], [-4.644331, 4.013897, -1.174083], [-6.258869, 3.338366, -0.977896], [-4.017505, 1.440015, -3.142017], [-2.925624, -0.694815, -2.584827], [-4.230950, -0.226065, 1.540421], [-5.273024, 1.908234, 0.947726], [-3.303178, -2.926962, -2.065394], [-4.101620, -3.648044, -0.628513], [-2.416472, -4.104170, -1.046076], [-0.580795, 1.411917, -1.060009], [-1.206137, 2.181849, -1.509512], [-1.188642, 0.894981, -0.321992], [-0.356586, 0.699564, -1.863136]], "atomic_forces_ev_per_a": [[-0.502, -0.409, 0.352], [0.018, -0.023, 0.035], [0.310, 0.229, -0.367], [0.026, 0.088, 0.001], [0.057, -0.141, -0.289], [0.042, 0.126, 0.181], [0.005, 0.040, -0.032], [-0.012, -0.018, 0.024], [-0.017, -0.008, 0.021], [0.013, -0.055, -0.020], [0.034, 0.042, -0.003], [-0.020, 0.035, -0.021], [-0.044, -0.026, 0.032], [-0.021, -0.021, -0.007], [0.017, 0.018, 0.034], [0.012, 0.012, 0.003], [0.032, 0.024, 0.029], [-0.074, -0.015, 0.094], [-0.040, -0.057, -0.046], [-0.029, -0.001, -0.039], [-0.040, -0.018, -0.012], [-0.028, -0.041, 0.012], [0.045, -0.037, 0.060], [-0.814, 0.507, 0.046], [0.059, -0.315, 0.060], [0.637, 0.108, -0.121], [0.184, 0.286, -0.063], [0.161, -0.054, 0.000], [-0.257, -0.047, 0.024], [-0.332, -0.309, 0.211], [0.090, -0.320, -0.091], [-0.038, -0.023, -0.037], [-0.034, 0.014, -0.023], [-0.024, 0.051, 0.036], [-0.055, 0.049, -0.045], [0.091, -0.077, 0.086], [-0.049, -0.001, 0.049], [0.013, -0.128, 0.110], [-0.239, 0.071, 0.066], [0.211, 0.036, 0.043], [0.125, 0.175, 0.004], [0.038, 0.091, -0.167], [-0.684, 0.049, -0.097], [0.315, -0.061, -0.040], [1.032, 0.158, -0.139], [-0.019, 0.000, 0.040], [-0.059, -0.027, -0.008], [0.036, -0.011, -0.052], [0.002, -0.027, 0.087], [-0.022, 0.058, 0.041], [-0.006, 0.016, -0.075], [0.021, -0.053, -0.060], [0.012, -0.048, 0.051], [0.002, 0.034, -0.050], [-0.097, 0.058, -0.016], [0.112, -0.038, 0.058], [-0.050, 0.039, -0.008], [-0.092, -0.017, 0.012], [-0.052, 0.014, 0.023]], "e_above_lowest_kcal_mol": 0.00, "total_charge": 0, "orbital_gap_ev": [4.373, 8.188], "spin_multiplicity": 6, "lumo_energy_ev": [0.35, 0.31]}

=====

{"formula": "C23H29N3O5S", "method": "ωB97M-V with the def2-TZVPD basis set", "symbols": ["C", "C", "H", "H", "O", "C", "O", "N", "C", "H", "C", "N", "C", "C", "O", "N", "C", "C", "C", "C", "S", "C", "C", "H", "H", "H", "H", "H", "H", "C", "O", "C", "C", "C", "C", "C", "C", "H", "H", "O", "C", "H", "H", "H", "H", "H", "H", "H", "H", "C", "C", "H", "H", "H", "H", "H", "H", "H", "H", "H", "H"], "positions_angstrom": [[1.817320, -3.990074, -2.256406], [1.442974, -2.694784, -2.960383], [1.821391, -1.824743, -2.414339], [1.829579, -2.674779, -3.984962], [0.023325, -2.591637, -3.049772], [-0.560254, -1.558863, -2.411059], [0.039351, -0.646597, -1.884568], [-1.909179, -1.628749, -2.469520], [-2.640082, -2.785588, -2.928559], [-3.494165, -2.433202, -3.515854], [-3.113457, -3.599901, -1.713931], [-3.548408, -2.746200, -0.612768], [-2.831663, -2.931439, 0.632071], [-1.340727, -2.608621, 0.586363], [-0.481248, -3.407140, 0.257305], [-1.031782, -1.340642, 0.953534], [0.239570, -0.843800, 0.895115], [0.564410, 0.487448, 1.110601], [1.967234, 0.692267, 0.951634], [2.649606, -0.438976, 0.663617], [1.594266, -1.831452, 0.564855], [4.114095, -0.605519, 0.444220], [4.755896, -1.425922, 1.564114], [4.300415, -2.412056, 1.613536], [4.615529, -0.931923, 2.522787], [5.822108, -1.541819, 1.385792], [4.284346, -1.110699, -0.509982], [4.578214, 0.381670, 0.394834], [2.430668, 1.660206, 1.014149], [-0.467405, 1.470317, 1.360837], [-1.669630, 1.187485, 1.305623], [-0.043619, 2.852700, 1.678563], [-0.723390, 3.916868, 1.097862], [-0.375145, 5.225208, 1.375245], [0.652803, 5.491110, 2.275078], [1.313352, 4.423802, 2.890326], [0.974576, 3.123520, 2.592710], [1.476377, 2.311129, 3.096479], [2.091008, 4.648555, 3.603272], [1.079815, 6.731642, 2.627961], [0.447932, 7.852030, 2.056761], [0.949832, 8.720557, 2.480179], [0.560141, 7.865071, 0.967901], [-0.615449, 7.888199, 2.313949], [-0.912865, 6.025287, 0.891487], [-1.526521, 3.707104, 0.407296], [-1.725573, -0.603482, 1.140977], [-2.934527, -3.984521, 0.912940], [-3.314954, -2.316118, 1.394945], [-3.853890, -1.391350, -1.008848], [-2.717268, -0.659312, -1.758730], [-3.148795, 0.054163, -2.472578], [-2.064247, -0.103225, -1.084875], [-4.137379, -0.818552, -0.124610], [-4.732132, -1.450640, -1.661090], [-2.293730, -4.234404, -1.372476], [-3.950779, -4.245068, -2.011830], [-1.998705, -3.391048, -3.565594], [2.895050, -4.040904, -2.130508], [1.339933, -4.028076, -1.280518], [1.485854, -4.844514, -2.841160]], "atomic_forces_ev_per_a": [[-0.306, 0.278, -0.190], [0.567, 0.031, 0.169], [-0.044, -0.149, -0.164], [-0.066, 0.036, 0.133], [-0.254, -0.142, -0.017], [0.093, 0.237, -0.161], [0.156, 0.140, -0.071], [-0.167, -0.169, 0.022], [0.000, -0.255, 0.068], [0.051, -0.065, -0.020], [-0.233, -0.210, -0.228], [0.261, 0.073, 0.160], [-0.081, -0.211, -0.079], [-0.475, -0.069, 0.219], [-0.111, -0.242, -0.096], [-0.210, 0.347, 0.076], [0.292, 0.171, 0.215], [-0.251, -0.677, -0.069], [0.177, -0.181, -0.124], [-0.231, 0.028, -0.012], [0.436, 0.565, 0.186], [0.051, -0.168, 0.159], [0.077, 0.128, -0.183], [0.017, -0.121, 0.081], [-0.022, -0.002, 0.102], [0.122, -0.077, 0.035], [0.085, 0.096, -0.063], [-0.040, -0.019, -0.091], [0.152, 0.136, -0.011], [-0.007, -0.082, 0.030], [-0.023, 0.180, -0.032], [-0.223, 0.332, 0.040], [0.120, -0.288, 0.061], [0.043, 0.356, 0.036], [0.042, -0.189, 0.052], [0.015, 0.255, 0.009], [-0.126, 0.054, -0.092], [0.082, -0.066, 0.017], [0.081, 0.021, 0.093], [0.108, -0.349, 0.098], [-0.122, 0.201, -0.112], [-0.069, -0.036, -0.059], [-0.016, -0.009, 0.046], [0.042, -0.010, -0.022], [-0.018, 0.091, -0.026], [-0.082, -0.015, -0.042], [0.117, -0.318, -0.061], [0.125, 0.144, 0.103], [0.025, -0.055, 0.034], [-0.097, 0.072, -0.209], [0.043, 0.280, 0.086], [-0.011, 0.019, 0.100], [-0.129, -0.044, -0.096], [-0.069, 0.035, -0.046], [-0.005, 0.148, 0.071], [-0.031, 0.012, -0.048], [0.128, -0.066, -0.090], [-0.182, 0.038, -0.001], [0.165, -0.041, 0.000], [0.015, -0.039, 0.047], [0.016, -0.138, -0.033]], "e_above_lowest_kcal_mol": 17.58, "total_charge": 0, "smiles": "CCOC(=O)N1CCN(CC(=O)Nc2sc(CC)cc2C(=O)c2ccc(OC)cc2)CC1", "orbital_gap_ev": 8.129, "lumo_energy_ev": 0.28}

=====

Number 1: F_max 6.27 eV/Å. Number 2: F_max 1.05 eV/Å. Number 3: F_max 0.74 eV/Å.